No. 1
{"formula": "C3H9N2P", "method": "wB97M-V/def2-TZVPD", "charge": 0, "smiles": "C/N=C(/C)PN", "e_tot_ha": -570.5304, "e_homo_ev": -8.604, "elements": ["C", "C", "C", "N", "N", "P", "H", "H", "H", "H", "H", "H", "H", "H", "H"], "positions_angstrom": [[-0.20766, 0.41245, -0.25630], [-1.07985, 0.35513, -1.44764], [1.26696, 1.65572, 1.21895], [0.48228, 1.57218, 0.04377], [-0.79532, -2.23205, -0.08579], [-0.08865, -1.02682, 0.89305], [-0.69149, -0.37113, -2.16149], [-2.07410, 0.02033, -1.15135], [-1.13718, 1.33376, -1.91572], [1.02812, 0.90013, 1.97918], [1.11060, 2.65101, 1.63740], [2.32324, 1.57119, 0.94952], [-0.18728, -2.65592, -0.77637], [-1.22951, -2.95685, 0.47217], [1.27984, -1.22913, 0.60062]], "forces_ev_per_a": [[3.26, 4.57, 2.16], [-0.07, 0.12, -0.13], [0.24, -0.22, 0.52], [-3.64, -4.25, -2.63], [0.02, -0.54, 0.14], [-0.01, 0.23, -0.28], [-0.08, -0.06, -0.09], [-0.05, -0.04, -0.12], [0.04, 0.06, 0.00], [0.13, 0.11, 0.14], [0.14, -0.04, 0.17], [0.07, -0.02, 0.12], [-0.20, 0.06, -0.01], [0.01, 0.06, -0.16], [0.15, -0.04, 0.18]], "mulliken_charge": [0.605, -0.984, -0.765, -0.524, -0.512, -0.073, 0.257, 0.314, 0.317, 0.288, 0.283, 0.280, 0.231, 0.261, 0.021]}

***

No. 2
{"formula": "C3H7ClFN", "method": "wB97M-V/def2-TZVPD", "charge": 0, "e_tot_ha": -733.1421, "e_homo_ev": -9.196, "elements": ["C", "C", "C", "H", "H", "H", "H", "H", "H", "H", "N", "F", "Cl"], "positions_angstrom": [[-0.87442, -0.37350, -0.96955], [0.34939, 0.39758, -0.22572], [0.04455, 0.96921, 1.24770], [-0.53759, -0.50700, -2.14458], [-1.09379, -1.67321, -0.81541], [-1.93895, 0.13904, -1.08956], [0.65552, 1.11839, -0.92719], [1.20064, -1.60924, -0.96359], [1.34583, -1.06535, 1.17617], [0.90174, 1.22488, 1.73513], [1.40914, -0.59978, -0.01657], [-0.46407, -0.28615, 1.81047], [-0.99798, 2.26513, 1.18269]], "forces_ev_per_a": [[-1.49, -2.16, -2.96], [-1.79, -3.28, 1.45], [-1.29, -4.87, -3.97], [-0.52, 0.78, 2.80], [0.83, 4.21, 0.56], [2.30, -0.87, 0.68], [0.60, 1.27, -0.55], [0.78, 3.74, 4.21], [-0.17, 1.38, -5.36], [2.30, 0.42, 1.52], [0.27, -4.37, 0.56], [-0.10, 2.42, 0.62], [-1.73, 1.33, 0.42]], "mulliken_charge": [-1.147, 0.362, -0.198, 0.321, 0.251, 0.254, 0.376, 0.272, 0.302, 0.390, -0.764, -0.288, -0.132]}